The following is a quantum chemistry calculation of a molecular structure, C9H25CuNO8P at a distorted geometry, from OMol25.

Last column: natural (NBO) charge in e.
Atoms and positions in Å:
1 Cu -0.2295 16.5184 -8.6264  0.9090
2 O -1.4921 17.6943 -7.3282  -1.3601
3 H -1.8665 17.9153 -6.4766  0.3991
4 O -1.6626 14.9071 -9.1056  -1.3144
5 H -1.3271 14.1767 -8.5713  0.3768
6 O -0.7053 17.8861 -10.6203  -1.3283
7 H -0.2440 18.6329 -11.0164  0.3729
8 C 1.1364 21.0185 -10.0930  0.5532
9 O 0.1333 21.2527 -9.4939  -0.5712
10 N 2.1744 20.2283 -9.6886  -0.4487
11 C 3.2609 20.0373 -10.6075  -0.3920
12 C 2.1104 19.3328 -8.5437  -0.4532
13 H 1.4089 21.5045 -11.0433  0.0612
14 H 3.2664 19.0625 -11.0996  0.1968
15 H 4.2327 20.1549 -10.1036  0.1643
16 H 3.3001 20.8556 -11.3308  0.1858
17 H 2.4518 18.3487 -8.8768  0.2151
18 H 2.8005 19.6718 -7.7655  0.1538
19 H 1.0599 19.1289 -8.3137  0.3091
20 C 2.0115 13.2895 -6.3870  -0.6472
21 C 2.7811 13.3455 -7.7103  -0.0773
22 O 3.7891 14.3586 -7.7777  -0.8284
23 P 3.3423 15.8669 -7.4599  2.5743
24 O 1.9414 16.1530 -7.7665  -1.0770
25 O 3.7684 16.0394 -5.9205  -0.8321
26 C 3.3328 17.2441 -5.2520  -0.0780
27 C 4.5134 18.1231 -4.9158  -0.6323
28 O 4.4168 16.7156 -8.2827  -0.8245
29 C 5.7743 16.2961 -8.4590  -0.0609
30 C 6.4765 17.1921 -9.4721  -0.6252
31 H 1.4166 14.1868 -6.2394  0.2592
32 H 1.4036 12.3856 -6.3541  0.2149
33 H 2.7046 13.1933 -5.5396  0.1841
34 H 3.2731 12.4397 -8.0589  0.1709
35 H 1.9479 13.4937 -8.4115  0.2214
36 H 2.6508 17.7559 -5.9376  0.2219
37 H 2.7298 16.9605 -4.3921  0.1876
38 H 5.1878 17.6059 -4.2340  0.1971
39 H 5.0239 18.4469 -5.8249  0.2105
40 H 4.1683 19.0615 -4.4758  0.2147
41 H 6.3240 16.3560 -7.5187  0.1738
42 H 5.6799 15.3076 -8.9161  0.1936
43 H 6.7601 18.1137 -8.9580  0.1992
44 H 7.3655 16.7129 -9.8834  0.2012
45 H 5.8612 17.4311 -10.3398  0.2292

Energy above the lowest of the compared OMol25 structures with the same formula, charge and spin = 0.0 kJ/mol
Max |F| = 2.15 eV Å⁻¹
Charge = -2
Kohn-Sham gap = 2.70 eV
HOMO level = 1.4 eV
Total energy = -2996.3318 Ha

---

The following is a quantum chemistry calculation of a molecular structure, C9H25HgNO11P2 at a distorted geometry, from OMol25.

Last column: natural (NBO) charge in e.
Atoms and positions in Å:
1 Hg -14.2214 -5.1454 -4.0378  1.6558
2 P -16.9644 -4.3869 -3.4640  2.4630
3 O -15.7195 -4.1706 -2.5799  -1.1689
4 O -18.2211 -4.7620 -2.6508  -1.2656
5 O -16.5084 -5.2240 -4.6633  -1.2553
6 O -16.9979 -2.9455 -3.9891  -1.0036
7 P -13.6217 -3.2630 -6.1382  2.4831
8 O -14.4966 -2.4445 -7.1319  -1.2390
9 O -14.3268 -3.0802 -4.7766  -1.2788
10 O -12.0763 -3.1248 -6.0964  -1.2509
11 O -14.2022 -4.7380 -6.2305  -1.3011
12 C -12.3891 -2.2061 -2.1085  -0.6411
13 C -13.1418 -1.0204 -2.5199  -0.0508
14 O -14.4053 -1.4600 -2.9164  -0.7437
15 H -11.3211 -2.0161 -2.0027  0.1452
16 H -12.6211 -3.0297 -2.7838  0.2631
17 H -12.8006 -2.5438 -1.1573  0.1812
18 H -12.6606 -0.5428 -3.3734  0.1271
19 H -13.1127 -0.2511 -1.7482  0.0995
20 H -14.2942 -2.0454 -3.6690  0.5225
21 C -15.7184 -9.2842 -3.6630  -0.8062
22 C -15.1309 -7.8665 -3.3549  -0.1230
23 C -13.9923 -7.8660 -2.3544  -0.2022
24 O -13.6606 -6.5148 -2.1508  -0.5682
25 C -12.8981 -6.2881 -1.0580  -0.3552
26 N -14.6793 -7.3808 -4.6405  -0.8699
27 H -16.0814 -9.7710 -2.7577  0.1734
28 H -14.9762 -9.9695 -4.0724  0.1721
29 H -16.5758 -9.2168 -4.3326  0.2074
30 H -15.8362 -7.1447 -2.9428  0.2684
31 H -13.0970 -8.4650 -2.5209  0.1565
32 H -14.4976 -8.1924 -1.4453  0.1546
33 H -12.1193 -7.0507 -1.0488  0.1396
34 H -13.5428 -6.2766 -0.1792  0.1584
35 H -12.3942 -5.3216 -1.0641  0.1951
36 H -15.5419 -7.1193 -5.0963  0.4302
37 H -14.2838 -8.0920 -5.2386  0.3437
38 C -9.9196 -4.9721 -2.9501  -0.6812
39 C -10.6094 -5.4970 -4.2595  0.1123
40 C -10.7487 -6.9980 -4.5108  -0.6843
41 O -11.8900 -4.9504 -4.3849  -0.8028
42 H -8.8821 -5.3062 -2.9609  0.1609
43 H -10.4536 -5.3608 -2.0831  0.1984
44 H -9.9669 -3.8831 -2.9418  0.2248
45 H -10.0315 -5.1639 -5.1216  0.1460
46 H -11.2965 -7.5364 -3.7374  0.1902
47 H -9.7944 -7.5224 -4.5594  0.1575
48 H -11.3266 -7.1662 -5.4195  0.2324
49 H -11.8659 -4.2549 -5.0461  0.5294

Max |F| = 5.27 eV Å⁻¹
Charge = -4
Kohn-Sham gap = 1.80 eV
HOMO level = 6.6 eV
Total energy = -2076.0335 Ha

---

The following is a quantum chemistry calculation of a molecular structure, C9H25INO6P2SbV, from OMol25.

Last column: Mulliken spin population.
Atoms and positions in Å:
1 V 1.0108 1.3986 0.4546  1.2108
2 N 2.4282 -2.8837 1.5239  0.0002
3 C 2.4740 -1.3673 1.4272  -0.0012
4 C 3.7661 -0.8398 2.0435  0.0017
5 P 0.9349 -0.8364 2.3549  0.0002
6 O 1.4807 -1.1153 3.8105  -0.0009
7 O -0.2015 -1.6529 1.9202  0.0006
8 O 0.8075 0.7161 2.1660  0.0131
9 P 2.3501 -1.0973 -0.4252  0.0017
10 O 3.8550 -1.3602 -0.8129  -0.0013
11 O 1.3629 -2.0432 -0.9566  0.0018
12 O 2.0756 0.4363 -0.6650  -0.0036
13 H 2.1733 -3.1956 2.4666  -0.0001
14 H 3.3393 -3.2870 1.2863  0.0000
15 H 1.7225 -3.2329 0.8581  0.0001
16 H 3.8273 -1.0951 3.1006  -0.0002
17 H 3.7930 0.2478 1.9661  0.0008
18 H 4.6371 -1.2258 1.5156  -0.0003
19 H 0.8328 -1.1306 4.5325  -0.0001
20 H 4.0372 -1.5856 -1.7394  0.0000
21 C -1.6249 -1.6587 -2.3954  -0.0012
22 C -1.8406 -1.3393 -0.9250  -0.0119
23 Sb -1.4635 0.6983 -0.4587  -0.0992
24 C -2.8630 1.2799 1.0240  0.0004
25 C -4.3010 1.1147 0.5356  -0.0006
26 C -1.9434 1.8241 -2.1954  -0.0018
27 C -0.8453 1.7934 -3.2562  0.0004
28 H -1.8998 -2.6992 -2.5714  -0.0013
29 H -0.5786 -1.5471 -2.6831  -0.0004
30 H -2.2445 -1.0478 -3.0511  0.0001
31 H -1.2032 -1.9157 -0.2607  0.0013
32 H -2.8791 -1.4638 -0.6137  -0.0023
33 H -2.6374 2.3170 1.2760  0.0014
34 H -2.6497 0.6657 1.8991  0.0007
35 H -4.5049 1.7178 -0.3496  -0.0002
36 H -4.9945 1.4350 1.3127  -0.0008
37 H -4.5336 0.0754 0.3034  0.0001
38 H -2.1592 2.8369 -1.8507  -0.0002
39 H -2.8761 1.4085 -2.5785  -0.0014
40 H 0.1003 2.2004 -2.8909  0.0005
41 H -1.1425 2.3914 -4.1175  -0.0001
42 H -0.6517 0.7826 -3.6102  0.0003
43 I 2.3758 3.7604 0.9330  -0.0150
44 C 0.4914 3.2668 0.0579  -0.1047
45 H 0.4796 3.5424 -0.9941  0.0069
46 H -0.3175 3.7106 0.6329  0.0056

Energy above the lowest of the compared OMol25 structures with the same formula, charge and spin = 0.0 kJ/mol
Multiplicity = 2
Max |F| = 0.89 eV Å⁻¹
Charge = +2
Kohn-Sham gap (spin up / spin down) = 7.88 / 8.36 eV
HOMO level (spin up / spin down) = -15.8 / -15.7 eV
Total energy = -3028.4195 Ha

---

The following is a quantum chemistry calculation of a molecular structure, C9H26AuN2P2 at a distorted geometry, from OMol25.

Last column: Mulliken spin population.
Atoms and positions in Å:
1 Au -0.1809 0.4567 -0.0593  0.6009
2 H 0.5253 0.6387 -3.1892  0.0142
3 H -0.1350 0.2620 -3.1329  0.0040
4 P 1.8414 1.6155 0.5944  0.1899
5 P -2.5574 -0.0481 0.0525  0.1888
6 C -2.9311 -1.7709 0.4926  0.0070
7 H -4.0207 -1.9183 0.5364  0.0069
8 H -2.4786 -2.4322 -0.2562  -0.0018
9 H -2.4812 -2.0051 1.4664  0.0012
10 C -3.6787 0.9438 1.1129  0.0101
11 H -3.5974 2.0112 0.8637  -0.0058
12 H -4.7320 0.6365 1.0262  0.0051
13 H -3.3737 0.8284 2.1605  -0.0036
14 C -3.2154 0.0909 -1.6415  -0.0063
15 H -2.6661 -0.6294 -2.2588  0.0004
16 H -4.2900 -0.1320 -1.7052  0.0049
17 H -3.0395 1.1055 -2.0180  -0.0027
18 C 1.8288 2.8762 1.9230  0.0130
19 H 2.8162 3.3379 2.0697  0.0056
20 H 1.0937 3.6630 1.7019  -0.0052
21 H 1.5306 2.3984 2.8641  -0.0017
22 C 3.1503 0.4522 1.0812  0.0025
23 H 3.3323 -0.2490 0.2577  -0.0027
24 H 4.0690 1.0018 1.3361  0.0073
25 H 2.8015 -0.1247 1.9468  0.0070
26 C 2.5118 2.4358 -0.8888  -0.0091
27 H 1.7743 3.1511 -1.2772  -0.0050
28 H 3.4546 2.9634 -0.6869  0.0066
29 H 2.6932 1.6532 -1.6360  -0.0019
30 H -0.8293 1.9944 0.3869  0.4785
31 H -0.7033 1.1331 1.4441  0.4993
32 N 1.1595 -3.7554 -0.0556  0.0038
33 C 1.9114 -3.3213 -1.1424  -0.0038
34 C 1.6505 -2.0115 -1.2817  -0.0147
35 N 0.7591 -1.6025 -0.2942  0.0026
36 C 0.4528 -2.6982 0.4358  0.0103
37 H 1.1557 -4.7202 0.2254  0.0019
38 H 2.5517 -3.9746 -1.6857  0.0003
39 H 2.0915 -1.4243 -2.0662  -0.0026
40 H -0.2451 -2.8320 1.2974  -0.0054

Multiplicity = 3
Max |F| = 1.44 eV Å⁻¹
Charge = +1
Kohn-Sham gap (spin up / spin down) = 6.82 / 8.69 eV
HOMO level (spin up / spin down) = -8.8 / -12.0 eV
Total energy = -1286.0572 Ha

---

The following is a quantum chemistry calculation of 3 unconnected molecules or ions with the total composition C9H26BIN6O8P at a distorted geometry, from OMol25.

Last column: natural (NBO) charge in e.
Atoms and positions in Å:
1 C 0.7031 1.7337 1.9247  -0.2358
2 O 0.0253 0.5543 1.5175  -0.7584
3 B 0.2053 0.0980 0.2247  0.9253
4 O 0.6240 -1.2424 0.0984  -0.9817
5 P -0.0003 1.1414 -1.4209  0.8100
6 O -1.7122 0.6350 -1.7657  -0.7864
7 C -2.5692 1.6805 -1.7187  0.0414
8 I -2.7219 2.6882 -3.6838  -0.0935
9 C -2.0795 2.5876 -0.5654  0.4854
10 C -2.6195 4.0131 -0.4423  -0.4355
11 C -1.8217 5.1047 -1.1672  -0.4229
12 C -0.5895 5.6120 -0.3943  -0.4007
13 C 0.7766 5.1691 -0.9237  -0.2082
14 N 0.8158 5.1517 -2.3900  -0.8304
15 O -2.4768 1.8794 0.7019  -0.3870
16 N -3.7882 1.5101 0.7164  0.3364
17 O -4.0025 0.7064 1.5546  -0.3201
18 O -0.7321 2.5675 -0.5788  -0.8186
19 H -0.0107 2.5581 2.0112  0.1824
20 H 1.4540 2.0429 1.1939  0.1775
21 H 1.1663 1.5571 2.8965  0.1630
22 H 1.5717 -1.2913 0.2628  0.4930
23 H 1.3930 1.6112 -1.1444  -0.1669
24 H 0.4928 0.0015 -2.1800  -0.1382
25 H 0.0240 1.9096 -2.6229  -0.1157
26 H -3.5780 1.2997 -1.5830  0.2016
27 H -2.5830 4.2439 0.6264  0.2069
28 H -3.6772 4.0218 -0.7185  0.2143
29 H -1.5505 4.7930 -2.1718  0.2469
30 H -2.5105 5.9462 -1.2973  0.1929
31 H -0.5967 6.7087 -0.4013  0.1808
32 H -0.6780 5.3254 0.6563  0.2052
33 H 1.5217 5.8787 -0.5301  0.1418
34 H 1.0445 4.1853 -0.5420  0.2120
35 H 0.3655 5.9837 -2.7548  0.3390
36 H 1.7711 5.1431 -2.7209  0.3523
37 C 0.1862 -5.1491 0.1602  0.7822
38 O 0.6935 -4.9848 1.2649  -0.7046
39 N 0.0383 -6.4036 -0.3742  -0.8535
40 N -0.2532 -4.1273 -0.6110  -0.8377
41 H -0.3612 -6.5688 -1.2774  0.3823
42 H 0.3835 -7.1821 0.1573  0.4120
43 H -0.1652 -3.1808 -0.2721  0.4479
44 H -0.6605 -4.2722 -1.5146  0.3833
45 C 3.1676 -7.9460 2.2909  0.7719
46 O 2.8492 -8.5432 1.2724  -0.6876
47 N 2.6035 -6.7721 2.6658  -0.8490
48 N 4.1317 -8.4408 3.1383  -0.8606
49 H 2.8501 -6.2851 3.5057  0.3814
50 H 1.8988 -6.3690 2.0644  0.4428
51 H 4.5639 -9.3076 2.8833  0.3998
52 H 4.4167 -7.9764 3.9784  0.3815

Max |F| = 1.57 eV Å⁻¹
Charge = -1
Kohn-Sham gap = 6.61 eV
HOMO level = -4.2 eV
Total energy = -1952.9621 Ha